A 13-piece molecular cluster, C36H103N5O13 overall in a non-equilibrium geometry, computed with the ωB97M-V functional and the def2-TZVPD basis.

Last column: Mulliken charge in e.
CARTESIAN COORDINATES (ANGSTROEM)
C1 18.2403 -4.6533 -11.4356  -0.2883
C2 18.5747 -5.5732 -12.5738  -0.3873
O1 17.5292 -5.7124 -13.4375  -0.5527
H1 18.2859 -3.6587 -11.8793  0.5279
H2 18.9277 -4.6561 -10.5897  -0.3452
H3 17.2889 -4.8233 -10.9316  0.3006
H4 18.8888 -6.5513 -12.2094  0.1559
H5 19.3669 -5.1231 -13.1721  0.3160
H6 17.6461 -6.2585 -14.2183  0.3153
C3 14.3065 -3.4225 -8.0229  -0.8321
C4 15.0688 -3.4461 -9.3104  0.1532
O2 14.7831 -2.4144 -10.1775  -0.5769
H7 14.6753 -4.1740 -7.3248  -0.0021
H8 13.2590 -3.6400 -8.2316  0.3407
H9 14.4396 -2.4661 -7.5173  0.3064
H10 14.9145 -4.3944 -9.8253  0.4269
H11 16.1389 -3.4244 -9.1039  -0.1171
H12 14.6627 -2.8731 -11.0122  0.3724
C5 22.9424 -7.1666 -7.6762  -1.5812
C6 21.7926 -6.2221 -7.3570  0.7489
O3 21.2961 -6.5054 -6.0937  -0.6682
H13 23.7351 -7.1483 -6.9283  0.3648
H14 23.2992 -6.8902 -8.6684  0.3890
H15 22.4482 -8.1315 -7.7897  0.3400
H16 21.0108 -6.4647 -8.0767  -0.2577
H17 22.1948 -5.2111 -7.4218  0.0897
H18 20.4549 -6.0463 -6.0373  0.3915
C7 20.7525 1.5414 -3.9113  -0.2453
C8 19.8008 2.5225 -3.3114  -0.5966
O4 18.5294 2.7077 -3.9277  -0.4730
H19 20.3116 0.5628 -4.1016  -0.2264
H20 21.5966 1.4517 -3.2275  0.3327
H21 21.0825 2.0004 -4.8432  0.2568
H22 20.2653 3.4943 -3.1440  0.4935
H23 19.4802 2.2579 -2.3038  0.2176
H24 18.6134 3.1983 -4.7486  0.2479
C9 15.5311 1.7473 -5.0961  -0.8530
C10 15.4469 2.4276 -3.7139  -0.4447
O5 16.2965 1.7980 -2.8134  -0.6676
H25 15.2677 0.6933 -5.0072  0.1028
H26 16.5132 1.7875 -5.5672  0.2031
H27 14.8202 2.1743 -5.8035  0.4380
H28 14.4366 2.3716 -3.3086  0.3619
H29 15.6448 3.4953 -3.6198  0.3721
H30 17.1889 1.9399 -3.1374  0.1927
C11 21.3148 -2.8163 -11.9427  -0.9887
C12 21.1422 -2.6739 -10.3972  0.8751
O6 22.0725 -3.5435 -9.7769  -0.4332
H31 22.3833 -2.9016 -12.1404  0.4378
H32 20.9182 -1.8785 -12.3317  0.3707
H33 20.7902 -3.6593 -12.3926  -0.0408
H34 20.1031 -2.8164 -10.1004  0.0065
H35 21.3275 -1.6131 -10.2288  -0.5837
H36 22.9369 -3.1742 -9.9721  0.3638
C13 16.5066 -7.1707 -2.4631  -0.6973
C14 17.9000 -6.8736 -1.9513  -0.4128
O7 18.5738 -6.0575 -2.9032  -0.4682
H37 15.8736 -6.3440 -2.1407  0.1625
H38 16.1018 -8.0567 -1.9741  0.4525
H39 16.4444 -7.3364 -3.5386  0.1920
H40 18.4587 -7.8060 -1.8708  0.3942
H41 17.7972 -6.4379 -0.9574  0.3163
H42 19.5111 -6.2466 -2.8173  0.1029
C15 19.7065 -2.3033 0.5468  -1.2269
C16 18.7747 -1.1383 0.1249  0.8705
O8 18.0657 -0.6557 1.2944  -0.6337
H43 20.2877 -2.6991 -0.2861  0.0795
H44 19.2826 -3.1531 1.0817  0.3679
H45 20.5133 -1.9238 1.1738  0.3788
H46 18.2064 -1.5578 -0.7053  -0.3430
H47 19.3884 -0.3345 -0.2819  0.0865
H48 17.4351 -0.0159 0.9557  0.4952
C17 23.4632 2.5781 -10.5888  -1.4598
C18 23.3104 2.0622 -9.1398  0.6191
C19 22.4830 0.7307 -9.0438  -0.8994
O9 22.2811 0.4538 -7.6471  -0.3499
C20 21.3108 -0.5592 -7.3566  -0.6391
N1 24.5975 1.8491 -8.5163  -0.8392
H49 24.0281 1.7859 -11.0800  0.3607
H50 24.1192 3.4486 -10.5942  0.3726
H51 22.5372 2.8028 -11.1182  0.3382
H52 22.8680 2.8377 -8.5145  0.3147
H53 22.8664 -0.1456 -9.5665  0.3512
H54 21.5146 0.8989 -9.5149  0.3878
H55 21.1077 -0.6559 -6.2901  0.2094
H56 21.6842 -1.5057 -7.7474  0.2919
H57 20.3707 -0.3350 -7.8607  0.3350
H58 25.0855 2.7077 -8.3046  0.2529
H59 24.3756 1.3966 -7.6411  0.2897
C21 13.8455 0.8758 0.0123  -1.4465
C22 15.1704 0.0239 -0.0174  0.2810
C23 15.2141 -0.8977 -1.2472  0.5778
O10 14.5458 -2.1348 -1.0371  -0.4991
C24 14.6797 -2.9656 -2.1720  -0.4989
N2 16.2500 1.0314 -0.0161  -0.6633
H60 13.8481 1.6224 -0.7818  0.2291
H61 13.8030 1.4844 0.9156  0.4110
H62 13.0389 0.1502 -0.0934  0.4264
H63 15.2617 -0.5959 0.8746  0.3383
H64 16.2281 -1.1870 -1.5233  -0.7964
H65 14.8022 -0.4034 -2.1271  0.2074
H66 13.9323 -3.7580 -2.2135  0.3888
H67 15.6694 -3.4140 -2.2589  0.0674
H68 14.5350 -2.4078 -3.0972  0.2914
H69 15.9810 1.8006 0.5807  0.2413
H70 16.3476 1.4445 -0.9326  0.4661
C25 23.5876 -5.8804 -2.4452  -1.4208
C26 22.0895 -5.5121 -2.3275  0.0467
C27 21.8321 -4.1609 -2.9980  0.4421
O11 22.3701 -3.0967 -2.2301  -0.4767
C28 22.1962 -1.8177 -2.7776  -0.6096
N3 21.3731 -6.5174 -3.0441  -0.3249
H71 23.7863 -6.0276 -3.5067  0.2819
H72 23.7989 -6.8242 -1.9425  0.4004
H73 24.2032 -5.0749 -2.0447  0.3475
H74 21.7265 -5.4902 -1.2999  0.3976
H75 20.7671 -3.9369 -3.0595  -0.5630
H76 22.2119 -4.1118 -4.0185  0.4719
H77 22.8071 -1.7454 -3.6775  0.4484
H78 22.3304 -0.9468 -2.1361  0.3618
H79 21.1805 -1.7210 -3.1613  0.0245
H80 21.4486 -7.4811 -2.7515  0.2574
H81 21.5276 -6.5200 -4.0422  0.0129
C29 15.4242 -8.3506 -6.3782  -1.7119
C30 16.3533 -7.2130 -6.5659  1.0686
C31 16.3208 -6.6524 -8.0192  -0.3040
O12 16.8541 -7.5120 -9.0215  -0.5225
C32 18.2574 -7.4671 -9.0379  -0.2073
N4 16.1255 -6.0825 -5.6850  -0.3079
H82 15.4437 -8.6564 -5.3322  0.4019
H83 15.7027 -9.2416 -6.9410  0.3512
H84 14.4045 -8.0826 -6.6548  0.3754
H85 17.3365 -7.6254 -6.3393  0.0832
H86 16.7601 -5.6603 -8.1244  -0.1951
H87 15.2700 -6.4652 -8.2400  0.4246
H88 18.6931 -7.8506 -8.1153  0.2940
H89 18.7312 -6.5012 -9.2125  -0.3522
H90 18.4422 -8.1752 -9.8457  0.4518
H91 15.1288 -6.0762 -5.5219  0.4870
H92 16.4500 -6.3306 -4.7613  -0.8049
C33 18.8732 -3.3997 -7.0473  -1.6625
C34 19.2124 -3.9194 -5.6635  1.7898
C35 18.4164 -3.1726 -4.5870  -1.5082
O13 18.5812 -1.7753 -4.7191  0.0503
C36 17.5125 -1.0539 -4.1618  0.4818
N5 18.8872 -5.3693 -5.7011  0.2556
H93 19.4047 -2.4562 -7.1716  -0.0083
H94 17.8091 -3.2931 -7.2577  0.2808
H95 19.3332 -4.0347 -7.8046  0.4762
H96 20.2808 -3.8223 -5.4708  -0.0135
H97 18.6341 -3.4361 -3.5519  0.2349
H98 17.3689 -3.4669 -4.6531  0.3455
H99 17.3244 -1.3906 -3.1423  0.0840
H100 16.5883 -1.1329 -4.7343  0.1549
H101 17.8095 -0.0096 -4.0649  -0.2253
H102 17.9426 -5.5688 -5.9979  -0.1199
H103 18.8264 -5.6824 -4.7428  0.0292

## Properties
LUMO level, eV: 0.332
Energy above the lowest of the compared OMol25 structures with the same formula, charge and spin, kcal per mole: 55.2
Net charge: 0
HOMO level, eV: -9.0
Spin multiplicity: 1
Kohn-Sham gap, hartree: 0.34388



A 12-piece molecular cluster, C36H105O39P9 overall in a non-equilibrium geometry, computed with the ωB97M-V functional and the def2-TZVPD basis.

Last column: Mulliken charge in e.
CARTESIAN COORDINATES (ANGSTROEM)
C1 -2.8526 1.8558 2.9948  -0.5889
O1 -2.5701 1.2990 4.2885  0.9396
P1 -2.4436 2.3464 5.4884  0.3300
O2 -3.6555 3.1699 5.7575  -0.7526
O3 -1.8847 1.4799 6.7362  -0.0680
C2 -2.7364 0.6359 7.4996  -0.9331
O4 -1.1102 3.1624 4.9558  -0.1712
C3 -0.2783 3.9967 5.8014  -0.8579
H1 -1.9127 1.7585 2.4515  0.1954
H2 -3.0617 2.9233 3.0648  0.3653
H3 -3.6544 1.3434 2.4632  -0.3742
H4 -2.5426 0.7589 8.5652  0.2810
H5 -2.6399 -0.4146 7.2255  0.2635
H6 -3.7385 1.0173 7.3035  0.4395
H7 -0.7974 4.1607 6.7457  0.3263
H8 -0.1567 4.9433 5.2750  0.2411
H9 0.7183 3.5609 5.8716  0.2638
C4 0.8243 -0.2196 8.2753  -0.7538
O5 1.2569 0.0472 6.9114  -0.3015
P2 1.3989 -1.1943 5.8343  0.6346
O6 0.3016 -2.1735 5.8850  -0.7287
O7 2.8425 -1.8540 6.2627  -0.3684
C5 4.0632 -1.2206 6.0653  -0.6712
O8 1.6386 -0.4318 4.4194  0.2360
C6 0.5693 0.1294 3.7666  0.4552
H10 -0.0604 0.3136 8.6233  0.1535
H11 1.5697 0.2133 8.9424  0.3309
H12 0.6984 -1.2696 8.5397  0.3764
H13 4.6551 -1.9420 5.5020  0.2260
H14 4.5127 -0.9621 7.0240  0.3917
H15 4.0324 -0.2401 5.5901  0.2664
H16 0.3158 1.0743 4.2473  0.0039
H17 -0.3700 -0.4123 3.8777  0.0833
H18 0.7250 0.1820 2.6891  -0.3796
C7 -1.7766 -1.6087 -4.7050  -0.2918
O9 -0.9035 -0.8593 -5.5709  -0.3686
P3 0.5806 -0.5980 -4.9760  -0.5773
O10 0.5986 0.1150 -3.6586  0.3555
O11 1.4031 -0.0206 -6.2346  -0.2730
C8 1.5876 1.3710 -6.4488  -0.5988
O12 1.1981 -2.1066 -4.8710  -0.3684
C9 2.5406 -2.2412 -4.4897  -0.7318
H19 -2.6419 -0.9648 -4.5471  0.2274
H20 -1.4539 -1.7820 -3.6784  -0.1867
H21 -2.0646 -2.5287 -5.2137  0.3782
H22 2.3253 1.6969 -7.1822  0.3705
H23 1.7513 1.9337 -5.5297  0.1527
H24 0.6386 1.6893 -6.8803  0.2510
H25 3.0670 -1.2909 -4.4005  0.3691
H26 2.9580 -2.7867 -5.3360  0.4009
H27 2.6775 -2.7650 -3.5437  0.0805
C10 -5.4186 4.8640 3.1745  -0.5777
O13 -5.8497 4.0044 2.1446  -0.3471
P4 -5.0707 4.0224 0.7541  1.2615
O14 -5.3961 2.9057 -0.1358  -0.7071
O15 -5.4181 5.5207 0.1637  -0.4140
C11 -5.3978 5.7684 -1.2563  -0.4987
O16 -3.4678 4.1342 1.0559  -0.1656
C12 -2.6128 4.1251 -0.0780  -0.3640
H28 -6.3374 5.1645 3.6782  0.3008
H29 -5.1124 5.8697 2.8863  0.3009
H30 -4.6496 4.4011 3.7928  0.1252
H31 -6.3630 5.5683 -1.7217  0.2931
H32 -4.6896 5.2024 -1.8615  0.1173
H33 -5.1047 6.7684 -1.5760  0.3117
H34 -2.1957 5.1173 -0.2504  0.3507
H35 -3.1309 3.8253 -0.9889  0.3641
H36 -1.8025 3.4044 0.0315  -0.2325
C13 3.8605 0.3314 -1.7561  0.6199
O17 5.0536 0.3404 -2.5517  -0.4158
P5 6.1468 -0.8585 -2.4201  0.4370
O18 6.2604 -1.3770 -1.0587  -0.3290
O19 5.6797 -1.9518 -3.5490  -0.0038
C14 6.5388 -3.0444 -3.9917  -0.7259
O20 7.4886 -0.1219 -2.9786  -0.3504
C15 8.7161 -0.4380 -2.4830  -0.7732
H37 3.0630 0.0996 -2.4621  -0.2253
H38 3.6864 1.3319 -1.3601  0.2608
H39 3.9002 -0.4771 -1.0262  -0.3843
H40 6.1701 -4.0314 -3.7123  0.1518
H41 7.5391 -2.9936 -3.5617  0.3213
H42 6.6741 -2.9519 -5.0693  0.3205
H43 8.7033 -1.1954 -1.6992  0.3715
H44 9.1378 0.5088 -2.1456  0.2643
H45 9.3223 -0.6835 -3.3550  0.2787
C16 -7.1248 -0.4774 3.4199  -0.7708
O21 -5.7145 -0.7394 3.2134  -0.2302
P6 -5.2052 -1.9827 2.2530  0.4623
O22 -5.4580 -3.3420 2.8153  -0.7842
O23 -5.9275 -1.6482 0.8437  -0.3889
C17 -5.8386 -0.3439 0.2835  -0.3836
O24 -3.6285 -1.6456 1.8403  1.2959
C18 -2.6006 -1.7409 2.8174  -0.8073
H46 -7.7752 -0.9436 2.6799  0.3314
H47 -7.3037 0.5965 3.3675  0.2061
H48 -7.3572 -0.8668 4.4111  0.2591
H49 -5.5502 -0.3870 -0.7668  0.2338
H50 -4.9998 0.2473 0.6508  -0.1030
H51 -6.7119 0.2983 0.3984  0.3877
H52 -2.5823 -2.6910 3.3512  0.4891
H53 -2.7856 -0.9921 3.5876  0.1305
H54 -1.6498 -1.4716 2.3574  -0.1075
C19 -2.6518 -4.6301 0.6628  -0.2791
O25 -3.1391 -5.3239 -0.4696  -0.4612
P7 -3.3097 -4.5010 -1.8777  0.2270
O26 -3.7073 -5.3162 -3.0491  -0.7818
O27 -4.3230 -3.3092 -1.4327  0.0545
C20 -4.6413 -2.4372 -2.4895  -0.7568
O28 -1.9022 -3.6302 -1.9967  0.6478
C21 -0.7879 -4.2766 -2.4925  -0.9852
H55 -2.4412 -5.2266 1.5505  0.4875
H56 -3.4670 -4.0008 1.0200  0.1806
H57 -1.9354 -3.8453 0.4202  -0.0596
H58 -4.2612 -1.4257 -2.3470  0.0698
H59 -5.7307 -2.4285 -2.5241  0.3961
H60 -4.2423 -2.7237 -3.4625  0.4053
H61 0.0418 -3.5710 -2.4500  -0.0061
H62 -0.9910 -4.5460 -3.5290  0.3791
H63 -0.5358 -5.2003 -1.9717  0.4683
C22 2.3353 -6.2634 -2.8974  -1.0363
O29 2.1710 -4.9779 -2.2333  0.3298
P8 2.5531 -4.8927 -0.6741  -0.2694
O30 2.6704 -3.5224 -0.1350  0.6067
O31 3.8832 -5.8037 -0.5820  -0.3214
C23 5.1276 -5.2506 -1.0133  -0.5186
O32 1.4559 -5.8138 0.1182  -0.3744
C24 1.2746 -5.6372 1.4904  -0.6321
H64 3.1665 -6.3040 -3.6013  0.2650
H65 1.4478 -6.3691 -3.5212  0.3241
H66 2.3776 -7.1157 -2.2192  0.3754
H67 5.4889 -5.6426 -1.9640  0.3150
H68 5.8878 -5.4075 -0.2482  0.3353
H69 5.1273 -4.1640 -1.1001  -0.0109
H70 2.1513 -5.1538 1.9215  0.2989
H71 1.0797 -6.6063 1.9498  0.3454
H72 0.3833 -5.0712 1.7611  0.1098
C25 -0.1565 4.1226 -3.9706  -0.4390
O33 -0.5825 4.0962 -5.3113  -0.1375
P9 -2.0048 4.6532 -5.8512  0.9632
O34 -2.1448 6.1192 -5.7479  -0.7377
O35 -1.9922 4.0853 -7.3653  -0.3250
C26 -0.9335 4.3714 -8.2874  -0.6656
O36 -3.1313 3.7962 -5.0316  -0.3257
C27 -3.1781 2.4139 -5.1081  -0.5400
H73 0.4505 5.0081 -3.7818  0.3794
H74 0.3018 3.1814 -3.6671  0.1026
H75 -1.0039 4.2651 -3.3000  0.0991
H76 -0.3411 3.4871 -8.5225  0.2532
H77 -0.1975 5.0664 -7.8832  0.2886
H78 -1.2482 4.8240 -9.2277  0.3133
H79 -3.0453 1.9527 -4.1294  0.0659
H80 -2.4753 1.8589 -5.7294  0.2995
H81 -4.2106 2.1483 -5.3347  0.4168
C28 1.6613 2.8727 1.6680  -0.3778
C29 1.6234 3.9690 0.6367  1.4650
C30 2.4601 5.1568 1.0131  -1.7956
O37 1.9331 3.4025 -0.5965  -0.5247
H82 2.5987 2.3325 1.5352  0.0840
H83 0.8260 2.1780 1.5793  -0.5322
H84 1.7034 3.1901 2.7099  0.5664
H85 0.5649 4.2293 0.6380  -0.3431
H86 2.4049 5.8684 0.1893  0.4424
H87 3.5093 4.8692 1.0810  0.3934
H88 2.2151 5.6778 1.9387  0.3696
H89 1.3339 2.6611 -0.7098  0.1648
C31 -1.8126 -0.2836 -0.6310  0.6238
C32 -0.3897 0.1343 -0.2507  2.6976
C33 0.5800 -1.0183 -0.5391  -0.9896
O38 0.0472 1.2291 -1.0789  1.0365
H90 -2.4539 0.5857 -0.4855  0.1590
H91 -2.1905 -1.1331 -0.0621  -0.2542
H92 -1.8480 -0.5281 -1.6926  -0.7618
H93 -0.2830 0.3718 0.8077  -1.7987
H94 0.5813 -1.4039 -1.5586  -0.7562
H95 0.4864 -1.9149 0.0737  0.7274
H96 1.5605 -0.5745 -0.3667  0.0765
H97 0.2383 0.8891 -1.9561  -0.1490
C34 5.4806 0.5332 1.8427  -1.0352
C35 5.3818 -0.8947 2.3961  0.1077
C36 3.9808 -1.4737 2.1845  0.3824
O39 6.2266 -1.7414 1.6409  -0.6134
H98 6.4673 0.9690 1.9998  0.3984
H99 4.7824 1.1964 2.3533  0.3244
H100 5.2028 0.6591 0.7962  0.0275
H101 5.6049 -1.0344 3.4538  0.4204
H102 3.3146 -0.8657 2.7965  -0.2726
H103 3.8164 -2.4797 2.5706  0.3062
H104 3.7403 -1.4504 1.1216  -0.5645
H105 6.1359 -1.5556 0.7034  0.6543

## Properties
LUMO level, eV: 0.275
Energy above the lowest of the compared OMol25 structures with the same formula, charge and spin, kcal per mole: 71.1
Net charge: 0
SMILES string: COP(=O)(OC)OC.COP(=O)(OC)OC.COP(=O)(OC)OC.COP(=O)(OC)OC.COP(=O)(OC)OC.COP(=O)(OC)OC.COP(=O)(OC)OC.COP(=O)(OC)OC.COP(=O)(OC)OC.CC(C)O.CC(C)O.CC(C)O
HOMO level, eV: -9.1
Spin multiplicity: 1
Kohn-Sham gap, hartree: 0.34317